Entry 1:
DFT (wB97M-V/def2-TZVPD) results for a molecular structure, C24H29AuGe2N5O5 in a non-equilibrium geometry.

ORCA input file:
```
! RIJCOSX wB97M-V def2-TZVPD def2/J DEFGRID3
* xyz 1 3
Au 0.290 -1.166 -0.087
C 3.148 2.686 -1.648
C 2.293 1.416 -1.784
Ge 1.363 1.013 -0.128
C 2.234 1.333 1.582
C 1.255 1.118 2.747
C -0.072 2.377 -0.061
C -1.432 2.071 -0.085
Ge -1.858 0.114 -0.115
C -2.554 -0.449 1.615
C -4.010 -0.110 1.965
C -2.475 -0.387 -1.899
C -3.921 -0.031 -2.275
C -2.432 3.075 -0.081
C -3.822 2.716 -0.101
C -4.798 3.672 -0.097
C -4.436 5.031 -0.089
C -3.089 5.423 -0.069
C -2.104 4.477 -0.063
H 3.625 2.924 -2.599
H 3.938 2.577 -0.900
H 2.551 3.553 -1.356
H 2.885 0.553 -2.081
H 1.528 1.559 -2.550
H 2.591 2.367 1.574
H 3.092 0.673 1.689
H 0.368 1.754 2.658
H 1.732 1.353 3.699
H 0.921 0.080 2.792
H 0.257 3.417 0.038
H -1.868 0.010 2.329
H -2.394 -1.526 1.651
H -4.183 0.967 2.007
H -4.253 -0.510 2.950
H -4.715 -0.549 1.255
H -2.310 -1.459 -1.976
H -1.768 0.109 -2.567
H -4.645 -0.514 -1.615
H -4.133 -0.373 -3.290
H -4.100 1.046 -2.261
H -4.104 1.673 -0.119
H -5.841 3.385 -0.105
H -5.212 5.788 -0.101
H -2.833 6.475 -0.056
H -1.071 4.792 -0.040
O 5.303 -5.118 -0.320
C 5.877 -3.935 -0.213
O 7.065 -3.791 -0.078
C 4.998 -2.715 -0.260
C 5.564 -1.472 -0.236
N 4.554 -0.581 -0.229
N 3.341 -1.159 -0.245
C 3.598 -2.461 -0.264
C 2.471 -3.442 -0.379
O 2.734 -4.619 -0.586
O 1.260 -3.008 -0.281
H 4.330 -5.014 -0.453
H 6.607 -1.197 -0.238
H 4.629 0.420 -0.227
O -1.513 -3.025 -0.243
N -1.548 -4.225 -0.176
C -0.906 -5.172 0.406
C 0.152 -4.974 1.365
N 0.933 -4.907 2.204
C -1.358 -6.521 0.149
N -1.730 -7.589 -0.049
*
```

DFT total energy = -159758.5907 eV
gap between HOMO and LUMO (spin up / spin down) = 7.147 / 4.453 eV
lowest unoccupied orbital energy (spin up / spin down) = -0.168 / -0.267 hartree
⟨S²⟩ = 2.0541

Atomic partial charges in e from the Löwdin method, atoms 1 to 5:
1. Au 0.81
2. C -0.15
3. C -0.36
4. Ge 0.78
5. C -0.36



Entry 2:
DFT (wB97M-V/def2-TZVPD) results for a molecular structure, C29H31BCuF4N2O3P2.

ORCA input file:
```
! RIJCOSX wB97M-V def2-TZVPD def2/J DEFGRID3
* xyz -1 1
Cu 0.877 0.073 -0.870
N 0.032 -1.693 1.782
P 1.092 -0.404 2.303
C 0.452 -0.154 4.010
C 0.914 0.983 4.672
C 0.509 1.270 5.966
C -0.379 0.425 6.619
C -0.848 -0.707 5.970
C -0.434 -0.995 4.675
C 2.596 -1.368 2.741
C 3.823 -0.844 2.356
C 5.004 -1.512 2.663
C 4.959 -2.711 3.353
C 3.732 -3.245 3.742
C 2.561 -2.575 3.438
P -0.276 -1.680 0.066
C -1.902 -2.509 0.084
C -3.043 -1.712 0.033
C -4.303 -2.289 0.104
C -4.428 -3.666 0.218
C -3.294 -4.467 0.255
C -2.034 -3.892 0.186
C 0.808 -3.008 -0.556
C 1.613 -3.796 0.255
C 2.454 -4.747 -0.309
C 2.487 -4.918 -1.685
C 1.687 -4.126 -2.501
C 0.859 -3.168 -1.941
H -0.877 -1.521 2.203
H 1.601 1.652 4.163
H 0.879 2.159 6.463
H -0.706 0.650 7.626
H -1.539 -1.374 6.472
H -0.802 -1.894 4.196
H 3.851 0.076 1.784
H 5.953 -1.102 2.343
H 5.876 -3.242 3.580
H 3.695 -4.184 4.281
H 1.604 -2.989 3.738
H -2.937 -0.641 -0.071
H -5.185 -1.664 0.056
H -5.411 -4.119 0.268
H -3.391 -5.543 0.331
H -1.150 -4.517 0.205
H 1.594 -3.650 1.328
H 3.093 -5.344 0.329
H 3.147 -5.655 -2.125
H 1.726 -4.240 -3.577
H 0.266 -2.523 -2.584
F -0.780 0.933 -1.959
B -1.648 0.967 -3.124
F -1.436 2.173 -3.791
F -1.334 -0.127 -3.924
F -2.961 0.893 -2.635
C -1.473 3.690 -0.841
N -1.086 2.840 0.270
C 0.269 2.971 0.768
C -1.822 1.763 0.588
O -1.499 0.893 1.392
H -0.995 3.378 -1.769
H -1.194 4.721 -0.614
H -2.553 3.643 -0.979
H 0.480 4.025 0.957
H 0.999 2.588 0.046
H 0.367 2.400 1.686
H -2.781 1.733 0.049
C 4.704 1.762 -0.948
O 3.297 1.553 -0.876
C 2.825 0.219 -0.928
O 3.645 -0.672 -0.969
H 4.965 2.175 -1.926
H 5.248 0.832 -0.797
H 4.980 2.485 -0.177
*
```

DFT total energy = -114472.3592 eV
gap between HOMO and LUMO = 7.303 eV
lowest unoccupied orbital energy = 0.096 hartree

Atomic partial charges in e from the Löwdin method, atoms 1 to 5:
1. Cu 0.26
2. N -0.36
3. P 1.01
4. C -0.35
5. C -0.11



Entry 3:
DFT (wB97M-V/def2-TZVPD) results for a single C3H2N2 molecule in a non-equilibrium geometry.

ORCA input file:
```
! RIJCOSX wB97M-V def2-TZVPD def2/J DEFGRID3
* xyz 0 3
C 1.752 0.513 0.936
C -1.402 -0.394 -0.650
C -0.131 -0.013 -0.342
N 2.498 0.485 1.783
N 1.039 0.391 -0.129
H -1.979 0.509 -0.751
H -1.777 -1.490 -0.846
*
```

DFT total energy = -6117.2825 eV
gap between HOMO and LUMO (spin up / spin down) = 7.065 / 7.222 eV
lowest unoccupied orbital energy (spin up / spin down) = 0.018 / -0.126 hartree
⟨S²⟩ = 2.0229

Atomic partial charges in e from the Löwdin method, atoms 1 to 5:
1. C -0.39
2. C 0.08
3. C -0.10
4. N 0.14
5. N 0.11



Entry 4:
DFT (wB97M-V/def2-TZVPD) results for a molecular structure, C41H34N9O2STi.

ORCA input file:
```
! RIJCOSX wB97M-V def2-TZVPD def2/J DEFGRID3
* xyz -1 3
Ti 2.415 0.927 -0.197
O 4.237 0.797 -0.796
C 5.448 1.204 -0.568
C 6.535 0.587 -1.220
C 7.824 1.004 -0.978
C 8.096 2.047 -0.086
C 7.044 2.663 0.552
C 5.721 2.261 0.327
C 4.653 2.975 0.984
N 3.407 2.727 0.871
C 2.474 3.601 1.584
C 1.170 2.833 1.755
N 0.912 2.198 0.484
C -0.130 2.677 -0.221
C -0.383 2.421 -1.581
C -1.585 2.836 -2.208
C -1.818 2.602 -3.544
C -0.861 1.949 -4.330
C 0.333 1.536 -3.750
C 0.571 1.760 -2.401
O 1.732 1.381 -1.850
H 6.319 -0.227 -1.899
H 8.642 0.509 -1.488
H 9.115 2.362 0.096
H 7.228 3.477 1.246
H 4.974 3.813 1.613
H 2.285 4.479 0.957
H 2.903 3.929 2.537
H 0.362 3.518 2.035
H 1.281 2.085 2.543
H -0.851 3.294 0.316
H -2.331 3.345 -1.606
H -2.750 2.930 -3.989
H -1.047 1.765 -5.380
H 1.093 1.022 -4.324
S 2.771 -0.030 2.038
C 2.261 -1.678 1.683
N 2.249 -2.518 2.688
N 1.948 -3.843 2.397
C 0.788 -4.347 1.859
C -0.318 -3.545 1.555
C -1.476 -4.112 1.053
C -1.580 -5.482 0.843
C -0.487 -6.282 1.155
C 0.680 -5.730 1.653
N 2.003 -2.061 0.416
N 2.106 -1.116 -0.503
C 1.854 -1.646 -1.797
C 0.888 -2.637 -1.982
C 0.649 -3.149 -3.247
C 1.370 -2.694 -4.343
C 2.341 -1.720 -4.157
C 2.586 -1.196 -2.896
H 2.461 -4.465 2.996
H -0.247 -2.478 1.697
H -2.312 -3.462 0.818
H -2.487 -5.916 0.443
H -0.535 -7.354 0.998
H 1.533 -6.366 1.866
H 0.341 -3.002 -1.123
H -0.108 -3.915 -3.372
H 1.183 -3.099 -5.330
H 2.922 -1.363 -4.999
H 3.348 -0.443 -2.755
N -5.612 0.369 0.585
C -6.819 0.788 1.098
C -8.119 0.746 0.609
C -9.106 1.275 1.420
C -8.806 1.826 2.675
C -7.510 1.862 3.153
C -6.501 1.332 2.351
N -5.140 1.238 2.584
C -4.651 0.662 1.520
C -3.235 0.337 1.300
C -2.359 0.285 2.380
C -1.032 -0.027 2.136
N -0.557 -0.285 0.920
C -1.394 -0.232 -0.107
C -2.740 0.078 0.028
H -5.458 -0.125 -0.276
H -8.351 0.322 -0.359
H -10.133 1.266 1.080
H -9.610 2.229 3.277
H -7.271 2.284 4.121
H -2.718 0.481 3.380
H -0.303 -0.072 2.940
H -0.972 -0.429 -1.088
H -3.353 0.152 -0.861
*
```

DFT total energy = -94529.7428 eV
gap between HOMO and LUMO (spin up / spin down) = 4.769 / 6.362 eV
lowest unoccupied orbital energy (spin up / spin down) = 0.081 / 0.080 hartree
⟨S²⟩ = 2.0508

Atomic partial charges in e from the Löwdin method, atoms 1 to 5:
1. Ti 0.93
2. O -0.18
3. C -0.32
4. C 0.00
5. C -0.09



Entry 5:
DFT (wB97M-V/def2-TZVPD) results for a molecular structure, C5H9GaO3 in a non-equilibrium geometry.

ORCA input file:
```
! RIJCOSX wB97M-V def2-TZVPD def2/J DEFGRID3
* xyz 2 1
O -1.854 1.274 0.052
C -0.860 0.528 -0.014
O -0.320 0.310 -1.163
C 0.358 -0.946 -1.440
C 0.324 0.273 1.447
H 1.069 -0.529 1.542
C 0.303 1.262 2.590
H 1.321 1.578 2.854
H -0.200 2.212 2.319
H -0.150 0.833 3.509
C 0.501 -1.074 -2.933
H -0.250 -1.756 -1.020
H 1.325 -0.925 -0.926
H -0.472 -1.242 -3.412
H 1.149 -1.935 -3.145
H 0.969 -0.180 -3.364
Ga -2.225 0.761 1.783
O -0.987 -0.444 1.322
*
```

DFT total energy = -63824.7212 eV
gap between HOMO and LUMO (spin up / spin down) = 7.391 / 6.960 eV
lowest unoccupied orbital energy (spin up / spin down) = -0.456 / -0.471 hartree

Atomic partial charges in e from the Löwdin method, atoms 1 to 5:
1. O 0.15
2. C -0.39
3. O 0.17
4. C -0.14
5. C 0.01



Entry 6:
DFT (wB97M-V/def2-TZVPD) results for a molecular structure, C42H40N7NaO4S2Sb in a non-equilibrium geometry.

ORCA input file:
```
! RIJCOSX wB97M-V def2-TZVPD def2/J DEFGRID3
* xyz -1 1
Na -19.219 -13.366 1.382
N -22.558 -11.346 0.654
C -21.387 -11.323 1.347
S -19.908 -11.067 0.466
N -21.565 -11.521 2.664
N -20.399 -11.432 3.327
C -19.897 -10.371 3.690
C -20.489 -9.079 3.318
C -20.159 -8.335 2.211
C -20.911 -7.220 1.845
C -21.939 -6.732 2.627
C -22.280 -7.433 3.751
C -21.554 -8.559 4.102
C -18.591 -10.407 4.449
C -17.779 -9.331 4.731
C -16.717 -9.482 5.601
C -16.371 -10.727 6.086
C -17.154 -11.793 5.686
N -18.290 -11.646 4.978
H -22.455 -11.741 -0.256
H -23.363 -11.597 1.187
H -19.258 -8.526 1.648
H -20.557 -6.666 0.985
H -22.464 -5.930 2.228
H -23.137 -7.194 4.403
H -21.977 -9.104 5.015
H -18.038 -8.393 4.212
H -16.357 -8.571 6.080
H -15.510 -10.870 6.795
H -16.824 -12.866 5.849
O -10.398 -11.570 2.225
C -11.045 -12.599 1.834
O -10.621 -13.748 1.535
C -12.597 -12.536 2.071
C -13.207 -11.326 2.507
C -14.527 -11.388 2.916
N -15.284 -12.456 2.876
C -14.744 -13.612 2.367
C -13.418 -13.640 2.030
C -15.537 -14.890 2.299
O -15.126 -15.734 1.527
O -17.552 -13.719 2.792
H -12.591 -10.426 2.616
H -15.064 -10.548 3.355
H -12.997 -14.566 1.697
N -19.715 -14.135 4.848
C -20.908 -14.630 4.155
C -22.178 -13.932 4.584
N -22.032 -12.764 5.564
C -21.056 -13.010 6.655
C -19.939 -14.039 6.291
H -19.329 -13.280 4.496
H -18.970 -14.810 4.704
H -20.953 -15.685 4.374
H -20.831 -14.592 3.127
H -22.797 -14.612 5.155
H -22.689 -13.507 3.769
H -21.606 -12.030 5.025
H -21.575 -13.386 7.537
H -20.706 -12.041 6.978
H -20.040 -15.007 6.764
H -19.064 -13.597 6.830
S -20.355 -15.765 0.064
Sb -18.276 -16.396 0.677
C -17.700 -16.102 2.719
C -16.867 -14.962 3.093
C -16.528 -15.169 4.506
C -17.175 -15.938 5.361
C -18.173 -16.863 4.926
C -18.355 -16.979 3.556
C -17.709 -18.520 0.724
C -18.316 -19.374 -0.182
C -17.829 -20.686 -0.393
C -16.671 -21.029 0.285
C -16.085 -20.171 1.242
C -16.620 -18.880 1.434
C -17.122 -15.399 -0.775
C -17.521 -14.157 -1.186
C -16.635 -13.396 -1.956
C -15.482 -13.959 -2.492
C -15.149 -15.278 -2.153
C -15.938 -15.977 -1.195
H -16.819 -13.024 2.880
H -15.628 -14.618 4.778
H -16.990 -15.934 6.444
H -18.579 -17.568 5.640
H -18.953 -17.814 3.208
H -19.146 -19.065 -0.778
H -18.317 -21.350 -1.071
H -16.349 -22.038 0.092
H -15.178 -20.467 1.622
H -16.158 -18.130 2.058
H -18.490 -13.627 -1.030
H -16.845 -12.329 -2.161
H -14.839 -13.364 -3.103
H -14.268 -15.797 -2.595
H -15.685 -17.006 -0.987
*
```

DFT total energy = -95447.1188 eV
gap between HOMO and LUMO = 6.640 eV
lowest unoccupied orbital energy = 0.065 hartree

Atomic partial charges in e from the Löwdin method, atoms 1 to 5:
1. Na 0.03
2. N 0.05
3. C -0.86
4. S 0.59
5. N 0.01



What did the first record say?
DFT (wB97M-V/def2-TZVPD) results for a molecular structure, C24H29AuGe2N5O5 in a non-equilibrium geometry.

ORCA input file:
```
! RIJCOSX wB97M-V def2-TZVPD def2/J DEFGRID3
* xyz 1 3
Au 0.290 -1.166 -0.087
C 3.148 2.686 -1.648
C 2.293 1.416 -1.784
Ge 1.363 1.013 -0.128
C 2.234 1.333 1.582
C 1.255 1.118 2.747
C -0.072 2.377 -0.061
C -1.432 2.071 -0.085
Ge -1.858 0.114 -0.115
C -2.554 -0.449 1.615
C -4.010 -0.110 1.965
C -2.475 -0.387 -1.899
C -3.921 -0.031 -2.275
C -2.432 3.075 -0.081
C -3.822 2.716 -0.101
C -4.798 3.672 -0.097
C -4.436 5.031 -0.089
C -3.089 5.423 -0.069
C -2.104 4.477 -0.063
H 3.625 2.924 -2.599
H 3.938 2.577 -0.900
H 2.551 3.553 -1.356
H 2.885 0.553 -2.081
H 1.528 1.559 -2.550
H 2.591 2.367 1.574
H 3.092 0.673 1.689
H 0.368 1.754 2.658
H 1.732 1.353 3.699
H 0.921 0.080 2.792
H 0.257 3.417 0.038
H -1.868 0.010 2.329
H -2.394 -1.526 1.651
H -4.183 0.967 2.007
H -4.253 -0.510 2.950
H -4.715 -0.549 1.255
H -2.310 -1.459 -1.976
H -1.768 0.109 -2.567
H -4.645 -0.514 -1.615
H -4.133 -0.373 -3.290
H -4.100 1.046 -2.261
H -4.104 1.673 -0.119
H -5.841 3.385 -0.105
H -5.212 5.788 -0.101
H -2.833 6.475 -0.056
H -1.071 4.792 -0.040
O 5.303 -5.118 -0.320
C 5.877 -3.935 -0.213
O 7.065 -3.791 -0.078
C 4.998 -2.715 -0.260
C 5.564 -1.472 -0.236
N 4.554 -0.581 -0.229
N 3.341 -1.159 -0.245
C 3.598 -2.461 -0.264
C 2.471 -3.442 -0.379
O 2.734 -4.619 -0.586
O 1.260 -3.008 -0.281
H 4.330 -5.014 -0.453
H 6.607 -1.197 -0.238
H 4.629 0.420 -0.227
O -1.513 -3.025 -0.243
N -1.548 -4.225 -0.176
C -0.906 -5.172 0.406
C 0.152 -4.974 1.365
N 0.933 -4.907 2.204
C -1.358 -6.521 0.149
N -1.730 -7.589 -0.049
*
```

DFT total energy = -159758.5907 eV
gap between HOMO and LUMO (spin up / spin down) = 7.147 / 4.453 eV
lowest unoccupied orbital energy (spin up / spin down) = -0.168 / -0.267 hartree
⟨S²⟩ = 2.0541

Atomic partial charges in e from the Löwdin method, atoms 1 to 5:
1. Au 0.81
2. C -0.15
3. C -0.36
4. Ge 0.78
5. C -0.36